Below is an isolated molecule of C7H14O at a distorted geometry, with properties calculated with the ωB97M-V functional and the def2-TZVPD basis.

The geometry in ORCA input format:
```
! RIJCOSX wB97M-V def2-TZVPD def2/J DEFGRID3
* xyz 0 1
O -2.519 2.456 0.497
C 1.345 -0.313 0.456
C 0.651 -1.454 -0.206
C 0.993 1.080 -0.194
C -1.098 2.300 0.721
C -0.572 1.254 -0.286
C 0.141 -2.606 0.600
C 0.397 -1.598 -1.511
H 0.778 -3.476 0.354
H 0.335 -2.470 1.692
H 2.411 -0.253 0.633
H 1.534 1.014 -1.147
H -0.605 1.303 -1.420
H -1.152 1.658 1.590
H -0.345 -2.263 -1.952
H 1.519 1.884 0.304
H -0.687 3.287 0.611
H -2.926 2.064 -0.272
H -0.836 -2.975 0.317
H -1.040 0.315 0.000
H 0.815 -0.925 -2.261
H 0.862 -0.282 1.475
*
```

As for the HOMO energy: -9.15 eV. The SMILES is C=C(C)CCCCO. For the orbital gap, the calculation gives 10.1258 eV. The value obtained for the LUMO energy is 1.0 eV. As for the relative energy (zero: lowest compared OMol25 entry of this formula, charge and spin): 63.1 kcal per mole.